1.
ORCA calculation (wB97M-V/def2-TZVPD) on C3H4O in the gas phase.

## Properties
SMILES: C=CC=O
E_LUMO (eV): 0.02
Calculated total energy (hartree): -191.88519
Kohn-Sham gap (eV): 10.062
Energy relative to the best compared isomer or geometry (same formula, charge and spin) (kJ/mol): 65.10

Geometry (Å):
C: 1.4998 -0.4547 0.0450
C: 0.5864 0.5863 -0.0751
C: -0.8368 0.4545 0.1318
H: 2.5719 -0.1302 -0.1100
H: 1.2695 -1.5334 0.4345
H: 1.1056 1.5877 -0.4286
H: -1.3415 1.3717 0.5350
O: -1.3877 -0.6015 -0.1301

Here are the Löwdin charges for atoms 1 to 4, given in e: number 1, C, carries 0.025; number 2, C, carries -0.167; number 3, C, carries -0.312; number 4, H, carries 0.065


2.
ORCA calculation (wB97M-V/def2-TZVPD) on a molecular structure, C3H4O.

## Properties
E_LUMO (eV): 0.42
Calculated total energy (hartree): -191.81821
Kohn-Sham gap (eV): 10.705
Energy relative to the best compared isomer or geometry (same formula, charge and spin) (kJ/mol): 240.96

Geometry (Å):
C: 1.7623 0.8134 0.0316
C: 0.7431 0.1815 0.0907
C: -0.4782 -0.5181 0.1985
O: -1.8101 0.7485 0.1247
H: 2.6776 1.3154 -0.0774
H: -0.7175 -0.9120 1.1739
H: -0.7413 -1.1439 -0.6393
H: -1.5947 1.2177 -0.6854

Here are the Löwdin charges for atoms 1 to 4, given in e: number 1, C, carries 0.142; number 2, C, carries -0.166; number 3, C, carries -0.043; number 4, O, carries -0.164